212
Properties=species:S:1:pos:R:3:forces:R:3:lowdin_charge:R:1 method="wB97M-V/def2-TZVPD" orbital_gap_ev=9.00 energy_ha=-3758.3064 smiles=COC[C@H](C)N.COC[C@H](C)N.COC[C@H](C)N.COC[C@H](C)N.COCCNCCOC.COCCNCCOC.COCCNCCOC.COCCNCCOC.COCCNCCOC.CC(C)O.CC(C)O relative_energy_ev=2.840 e_lumo_ev=0.466
O -11.17141 -27.37712 14.05977 -0.3 0.2 1.1 -0.198
O -4.94053 -31.07531 9.04313 1.1 0.7 0.3 -0.170
O -8.82495 -28.04792 9.81599 0.9 0.4 0.6 -0.155
O -9.59589 -23.30043 17.30102 0.3 -1.1 -0.3 -0.194
O -6.52616 -28.21847 16.00612 -0.5 0.2 1.1 -0.238
O -0.79515 -32.90549 11.90912 2.0 -2.1 2.3 -0.199
O 0.18659 -29.82780 20.80720 0.6 -0.5 0.9 -0.202
O -8.20685 -32.09367 13.32154 -0.9 0.0 0.6 -0.199
O -0.37758 -26.65422 13.36398 2.2 0.0 1.0 -0.163
O -1.88963 -29.59156 5.99076 -0.4 1.0 1.1 -0.173
O -2.81032 -38.03707 13.65037 -0.9 -0.7 0.1 -0.173
O -1.12266 -32.34250 17.17461 0.7 0.7 0.6 -0.068
O -2.09582 -32.43379 14.44142 -2.0 0.7 -0.9 -0.107
O 2.67397 -42.16634 15.82373 1.4 -0.6 0.3 -0.200
O 1.23851 -37.29471 15.75846 1.6 -1.0 -1.1 -0.180
O 2.83725 -30.06615 15.64622 0.4 0.0 0.8 -0.199
N -1.51262 -28.08510 17.87364 0.6 -0.1 0.5 0.056
N 0.78627 -32.82926 14.43617 0.3 -1.0 -1.7 -0.040
N -4.60765 -38.97413 11.74126 -0.4 0.2 0.3 0.029
N -11.57684 -30.68087 14.40388 2.0 -1.2 0.3 -0.077
N -7.34537 -25.66593 9.89645 -0.2 0.2 -1.9 0.039
N -7.24972 -25.25035 17.28455 1.2 2.4 0.1 -0.100
N -3.21790 -28.93783 8.65891 -0.3 0.9 -0.3 -0.043
N 3.05181 -39.63594 14.47138 -0.2 0.4 -0.7 -0.092
N -2.47018 -25.95238 10.48909 0.7 0.4 -1.1 0.030
C -6.48277 -37.42657 12.58608 1.4 0.2 0.5 -0.046
C 3.49684 -41.95890 14.66437 -2.0 0.5 -1.2 -0.214
C -3.34765 -26.10205 12.70072 1.0 0.7 2.3 -0.072
C 0.85309 -27.38004 13.61351 -0.5 0.6 0.2 -0.062
C -1.97606 -34.38905 18.09707 -0.2 -0.4 0.5 -0.052
C 1.29525 -36.14128 16.53208 -1.5 0.9 0.9 -0.138
C -5.68704 -32.05293 9.64507 -0.3 -1.7 -0.2 -0.149
C -1.32486 -28.55624 19.26945 -0.7 -1.0 0.3 -0.398
C -2.60519 -29.17577 19.78234 -0.5 -0.5 0.8 -0.071
C -12.26194 -28.28314 14.23331 -1.0 1.2 -1.0 -0.238
C -5.21796 -29.81039 9.61073 -0.2 -0.2 -0.8 -0.238
C 0.58078 -33.39832 11.88462 0.7 0.7 2.3 -0.161
C 1.31194 -30.76679 21.11352 -0.7 1.8 -1.9 -0.043
C -12.00224 -29.47923 15.08900 -1.1 -0.3 -0.1 -0.216
C 1.62956 -30.84997 15.59086 0.8 0.1 0.1 -0.197
C -2.29259 -30.08879 14.68597 -0.7 0.1 -0.9 -0.035
C -4.70873 -28.78421 8.66902 1.7 -0.2 0.1 -0.177
C -3.48326 -31.12961 12.68037 0.3 -1.1 1.0 -0.037
C -9.65560 -32.01055 13.31293 0.3 0.6 -1.2 -0.185
C -2.44517 -28.29088 6.26445 -0.1 -0.1 1.1 -0.186
C 3.20517 -43.28483 16.56700 -0.5 0.2 -0.5 -0.102
C -9.33298 -24.27273 16.22461 0.5 0.6 0.8 -0.151
C -9.88306 -21.98916 16.88329 -1.2 -0.2 -1.1 -0.137
C -9.03684 -27.05185 10.81756 -1.6 -0.2 0.8 -0.211
C -2.07305 -25.91247 11.89853 -1.4 -1.4 -1.3 -0.396
C -9.76787 -29.03582 9.94642 -2.2 -1.8 -0.1 -0.153
C -1.10291 -32.49319 10.66926 -0.5 1.5 -2.5 -0.165
C -7.62095 -33.06797 12.47908 0.3 0.2 0.2 -0.116
C -3.48828 -32.41227 17.75006 0.2 0.3 -0.2 -0.044
C 2.19896 -37.21727 14.68629 -0.5 -0.9 -2.1 -0.165
C -8.12064 -25.10833 12.19091 -0.7 -0.4 -0.3 -0.034
C -7.85530 -26.21396 11.11991 1.1 1.3 0.9 -0.439
C 3.16058 -29.53403 16.94748 0.0 -0.6 -0.1 -0.105
C 1.51647 -31.58172 14.21981 -0.1 0.5 1.9 -0.175
C -2.48088 -28.03367 7.79912 0.7 0.7 -0.3 -0.224
C -11.61247 -26.09266 13.61650 1.5 -0.3 -0.3 -0.107
C -10.11776 -30.74896 14.14256 -0.6 -1.6 -0.4 -0.160
C -2.04903 -32.87910 18.09614 -1.1 0.3 -0.7 -0.472
C -5.71955 -27.14881 16.55285 -1.3 -1.1 -0.2 -0.141
C -4.95211 -37.72135 12.51516 1.4 -1.3 -0.6 -0.395
C -2.07129 -37.99486 14.84658 0.6 0.3 0.9 -0.114
C -0.09549 -29.50199 19.44128 0.3 0.4 -0.2 -0.187
C -6.47002 -26.37050 17.72558 0.6 -0.7 -0.9 -0.180
C -4.19870 -37.77102 13.83677 -0.6 1.1 0.5 -0.232
C -3.06076 -31.32623 14.15846 2.0 0.9 1.0 -0.361
C -8.54408 -25.49777 16.77156 -0.8 -0.3 -0.6 -0.212
C -5.96961 -29.41852 15.47818 -1.1 1.4 -0.3 -0.088
C 1.03708 -33.80935 13.34325 -1.7 0.9 -0.7 -0.181
C -2.13639 -29.99968 4.70049 0.2 -0.7 -1.6 -0.160
C -0.92577 -26.90619 12.14095 -0.5 0.4 -1.8 -0.258
C 2.35541 -38.54858 13.76017 0.7 0.7 2.5 -0.150
C 2.76839 -40.87125 13.78508 1.7 -1.6 1.9 -0.225
H -12.06832 -30.90959 13.55169 -0.5 0.5 0.1 0.105
H -3.96027 -31.45594 14.76024 0.1 -0.5 0.1 0.105
H 2.29096 -35.76840 16.77216 0.1 -0.1 -0.2 0.096
H -7.64357 -26.41856 9.29253 1.1 -0.5 -1.1 0.052
H -2.59377 -38.27569 15.76106 -0.6 -0.6 -0.2 0.087
H -2.78492 -27.00980 8.01666 -0.6 0.2 -0.5 0.101
H -12.92524 -29.80128 15.57114 -0.5 0.5 -0.1 0.114
H -4.28570 -32.77170 18.40047 0.2 -0.5 0.0 0.082
H -9.65609 -30.92458 15.11422 0.4 0.8 0.0 0.118
H -2.67786 -26.85716 10.09117 0.0 -0.4 0.5 0.030
H 2.70467 -43.36165 17.53224 -0.1 0.2 -0.2 0.085
H -1.30730 -32.54782 16.25518 -0.5 -0.3 -0.2 0.038
H 1.33236 -26.91792 14.47656 -0.6 -0.5 0.5 0.092
H -1.74525 -32.48176 19.06461 0.0 0.0 0.1 0.125
H -1.86702 -27.50793 5.77370 0.4 0.0 0.0 0.119
H -3.18801 -30.19104 4.48698 -0.3 0.3 0.1 0.088
H 3.50351 -42.85755 14.04753 0.3 -0.4 0.2 0.110
H -2.81232 -30.47733 12.12138 -0.2 0.2 0.1 0.083
H -5.63374 -29.23887 14.45690 0.6 0.0 -0.1 0.073
H -3.46589 -32.10961 12.20352 -0.1 -0.1 -0.2 0.069
H -9.87555 -29.82699 13.61397 1.0 0.0 0.2 0.103
H -6.29321 -29.67851 9.73138 -0.2 -0.1 0.3 0.120
H -4.79123 -27.59240 16.91280 0.2 0.2 0.2 0.092
H -7.92938 -34.09401 12.67956 -0.4 0.0 0.1 0.083
H -9.43176 -27.49838 11.73011 0.1 -0.4 0.2 0.116
H -2.15501 -32.23102 10.55765 -0.1 -0.4 0.1 0.074
H 2.40183 -28.86679 17.35639 -0.1 0.3 -0.4 0.069
H -1.09816 -27.97173 11.98922 -1.2 -0.5 0.4 0.115
H 1.04644 -31.81084 20.94747 -0.3 0.1 0.3 0.079
H 4.49941 -41.62789 14.93525 0.0 -0.1 0.0 0.120
H 1.25349 -32.61322 11.53940 -0.2 0.2 -0.4 0.116
H -6.89297 -29.98193 15.34371 0.5 -0.8 0.3 0.085
H -10.25951 -24.63051 15.77555 -0.4 -0.1 0.4 0.094
H -8.84710 -23.72020 15.42043 0.6 -0.2 0.0 0.111
H -0.27904 -26.78927 11.27138 0.9 0.8 0.0 0.118
H -7.97452 -24.99287 9.48262 -0.3 1.0 0.5 0.074
H 3.32893 -30.25808 17.74467 -0.5 -1.0 -0.2 0.071
H 1.94739 -36.38593 14.02773 -0.8 -0.1 -0.4 0.077
H -1.62262 -30.92579 4.44265 0.1 -0.3 0.7 0.085
H 1.71301 -41.14065 13.74368 -0.3 0.0 0.0 0.114
H -4.79435 -38.43382 14.46447 0.7 -0.9 0.5 0.126
H -10.15132 -32.96050 13.51282 0.2 -0.2 1.3 0.116
H -5.13442 -28.85271 7.66792 -0.3 0.0 0.0 0.122
H -5.01294 -27.86371 9.16724 0.4 0.6 -0.5 0.112
H -8.17533 -25.55924 13.18177 0.4 0.2 0.1 0.067
H 3.06199 -38.35788 12.95241 -0.4 0.7 -0.3 0.109
H -7.13275 -38.26608 12.83275 0.3 -0.4 -0.7 0.073
H 3.18803 -36.84402 14.95187 0.3 -0.8 1.0 0.112
H -11.73039 -26.21318 12.53962 -1.0 0.6 -0.1 0.088
H -9.83539 -26.39023 10.48186 -0.3 0.2 -0.3 0.134
H -9.13061 -25.96355 17.56349 -0.7 -0.2 0.0 0.118
H -4.70253 -39.79548 12.32134 -1.1 -0.3 0.5 0.057
H -0.56321 -31.56652 10.47409 0.2 0.3 -0.4 0.099
H -4.04564 -26.90019 12.44797 0.1 0.2 -0.5 0.072
H 2.81143 -39.78242 15.44137 -0.4 0.5 0.1 0.106
H -1.74404 -24.88168 12.03015 0.5 -0.2 0.5 0.139
H -12.64909 -28.55183 13.25045 0.2 -0.5 -0.5 0.120
H -11.45361 -29.09371 15.94835 1.0 -0.8 -0.1 0.133
H -3.60093 -39.04152 11.69569 0.5 0.8 -0.5 0.050
H -3.05797 -26.26381 13.73899 0.1 -0.4 0.4 0.063
H 1.46247 -39.01530 13.34433 -0.7 0.9 0.0 0.097
H -5.67698 -26.04027 18.39652 0.0 0.4 -0.1 0.110
H 2.08048 -34.12381 13.32023 -0.1 -0.1 0.0 0.112
H -3.29131 -25.38065 10.35139 -0.1 0.1 0.0 0.068
H -3.65057 -31.33444 17.74178 0.6 0.2 0.2 0.051
H 0.64918 -35.35664 16.13835 0.5 0.5 -0.8 0.071
H -7.51100 -24.20758 12.11959 1.1 -0.7 0.2 0.078
H -2.98449 -29.25170 14.59275 0.1 0.4 0.4 0.072
H -1.45913 -27.94719 8.16878 0.3 -0.6 -0.1 0.111
H 4.15704 -29.09241 16.95901 -0.2 0.6 -0.8 0.082
H -0.18792 -30.43369 18.88317 -0.4 0.0 -0.4 0.109
H -4.67424 -29.65295 10.54222 -0.2 -0.3 0.3 0.109
H -13.13222 -27.74774 14.61285 0.0 0.4 0.6 0.113
H -1.84599 -30.17096 15.67687 -0.5 -0.3 0.1 0.054
H -3.66446 -32.70322 16.71449 -0.3 -0.4 0.0 0.064
H 0.81339 -30.16223 15.81216 -0.5 -0.2 -0.1 0.106
H -6.71673 -36.91659 11.65159 -0.5 -0.3 0.2 0.071
H 0.72917 -36.29218 17.45125 0.5 -0.7 0.4 0.076
H -2.87537 -29.85931 8.42734 -0.7 -0.4 0.1 0.100
H -7.12480 -26.96146 18.36599 0.2 -1.2 -0.2 0.115
H 1.65063 -31.64831 16.33270 0.0 0.1 0.3 0.112
H -1.46540 -29.84825 14.01814 0.1 -0.2 -0.2 0.067
H -9.67912 -29.91009 9.30154 0.9 0.4 -0.5 0.091
H 3.16016 -40.93795 12.77011 0.2 0.4 -0.1 0.116
H -0.20955 -32.69391 14.33549 0.0 0.6 0.6 0.049
H -3.45596 -28.15906 5.87840 -0.3 -0.5 -0.2 0.110
H 1.67136 -27.29813 12.89808 -0.5 0.3 -1.0 0.086
H -1.25554 -27.68881 19.92584 0.9 0.3 -0.3 0.134
H 2.53621 -31.87216 13.96704 0.0 0.4 -0.4 0.125
H -12.38222 -25.60174 14.21198 -0.8 -0.7 -0.3 0.093
H -9.94430 -31.95920 12.26312 -0.1 0.8 -0.5 0.098
H -1.71799 -29.34080 3.93963 -0.2 0.7 0.0 0.085
H -4.52628 -30.81317 12.67137 0.2 0.4 -0.2 0.070
H -10.40560 -21.98633 15.92671 0.6 -0.2 -0.8 0.075
H 1.03069 -30.88413 13.53755 0.3 -0.2 -0.6 0.105
H -5.68136 -32.08008 10.73472 -0.3 0.8 0.2 0.055
H -6.54712 -33.04534 12.66477 0.0 0.1 0.2 0.077
H -1.72547 -37.00119 15.13142 0.1 0.5 -0.6 0.075
H -10.80934 -25.36646 13.74184 0.5 -0.4 -0.1 0.053
H -7.72940 -32.84599 11.41744 -0.4 0.1 -0.1 0.072
H 2.11202 -30.53509 20.41046 0.1 -0.1 -0.2 0.065
H 0.69685 -28.92535 18.96399 0.6 -0.1 0.2 0.099
H -7.38027 -24.60897 18.05377 0.4 0.2 0.1 0.110
H -6.99537 -26.83346 11.37452 -0.2 -0.3 1.0 0.134
H -5.55053 -26.55197 15.65657 0.5 0.9 0.6 0.116
H 0.62123 -28.44239 13.68933 0.1 -0.1 0.5 0.062
H -0.93197 -34.69355 18.16941 -0.1 -0.1 0.0 0.067
H -2.62906 -29.07759 20.86764 -0.1 -0.2 0.1 0.079
H -4.25035 -36.81813 14.36348 -0.3 0.5 0.0 0.120
H -4.39043 -36.98219 11.94396 -0.6 0.5 -0.2 0.128
H 4.28223 -43.24603 16.72983 0.1 0.5 0.0 0.081
H -1.84192 -28.84036 17.28949 0.3 -0.6 -0.1 0.034
H -2.45596 -34.84745 17.23239 0.3 0.2 -0.4 0.077
H -9.91970 -29.49880 10.92146 0.9 0.3 0.7 0.072
H -2.74274 -30.23356 19.55816 0.1 0.0 -0.2 0.059
H -5.19206 -29.86289 16.09952 -0.1 -0.2 0.1 0.074
H -9.06271 -24.56924 12.09092 -0.8 -0.6 -0.5 0.063
H -9.02793 -21.31552 16.82768 0.1 -0.1 0.2 0.089
H 0.33036 -34.63009 13.46578 0.5 -0.5 0.8 0.106
H -2.34996 -27.52167 17.91233 0.0 0.6 0.0 0.048
H -3.47497 -28.63553 19.40854 -0.1 0.1 -0.1 0.066
H -5.26490 -33.03581 9.43570 0.1 -0.1 -0.6 0.094
H 1.75206 -30.53876 22.08430 -0.8 -0.1 0.2 0.081
H -1.93824 -32.78877 13.56350 0.4 -0.5 -0.3 0.047
H -3.76992 -25.10367 12.81490 -0.9 -0.2 -0.5 0.075
H 3.03402 -44.19188 15.98729 -0.2 -0.2 0.0 0.080
H -10.79735 -28.73490 9.75220 -0.2 0.8 -0.4 0.088
H 0.75636 -34.30949 11.31275 -0.6 0.1 -0.6 0.122
H -1.17250 -38.60940 14.79567 -0.2 -0.1 -0.4 0.082
H -0.80283 -33.21979 9.91420 -0.2 -0.1 -0.2 0.098
H -10.73625 -21.55529 17.40475 0.5 0.0 1.2 0.082
H -6.66957 -31.99762 9.17637 -0.6 -0.3 0.6 0.096
H -6.69009 -36.77757 13.43690 0.2 0.6 -0.1 0.062
H -8.37864 -26.26356 16.01374 -0.7 0.1 -0.5 0.114
H -2.54391 -34.80785 18.92790 0.2 0.1 0.3 0.081